[1]
13
Properties=species:S:1:pos:R:3:forces:R:3:nbo_charge:R:1 method="wB97M-V/def2-TZVPD" charge=-1 gap_ev=8.093
O 0.173 -0.348 0.532 -0.43 -0.19 0.12 -0.91
O 1.937 -0.805 2.190 0.03 0.55 0.05 -1.08
N -2.068 0.418 -0.979 -0.21 0.32 0.11 -0.86
C 0.430 0.368 -0.586 0.07 0.00 -0.07 -0.04
C -0.740 0.305 -1.589 -0.12 -0.06 0.01 -0.23
H -2.087 -0.250 -0.214 0.20 -0.09 0.08 0.37
H 1.322 0.004 -1.137 0.19 0.01 -0.16 0.10
H -0.712 -0.668 -2.101 0.03 0.15 0.03 0.16
H 1.176 -0.562 1.439 0.31 -0.19 0.28 0.50
H -0.660 1.097 -2.345 0.15 -0.12 -0.06 0.15
H 2.146 0.044 2.613 -0.15 -0.43 -0.23 0.42
H -2.124 1.317 -0.496 0.07 -0.13 -0.14 0.33
H 0.657 1.439 -0.372 -0.14 0.18 -0.02 0.08



[2]
59
Properties=species:S:1:pos:R:3:forces:R:3:nbo_charge:R:1 method="wB97M-V/def2-TZVPD" charge=-1 gap_ev=6.123
I 4.307 4.089 -5.216 -0.41 -0.22 0.00 -0.02
Nb 3.719 3.798 -0.222 -0.29 0.66 -0.26 1.64
Cl 3.930 0.836 -2.760 0.34 0.07 0.30 -0.34
P 4.630 1.498 -0.886 1.42 0.07 -0.44 0.43
O 6.330 1.639 -1.097 -1.39 -0.07 -0.34 -0.97
C -3.226 -2.427 2.389 -0.10 0.02 -0.04 -0.40
C -1.889 -3.175 4.429 -0.10 -0.05 0.11 -0.61
C 2.012 5.415 -3.559 0.25 -0.83 -0.16 -0.65
C -3.217 -3.242 3.682 0.09 -0.03 -0.09 -0.40
C 4.154 4.751 -2.242 -1.05 1.16 -0.47 -0.99
C 0.771 0.194 -0.727 -0.23 0.03 0.03 -0.61
C 3.151 4.345 -3.391 -0.02 0.91 1.81 -0.28
C 0.818 -2.687 -1.942 0.08 0.09 -0.02 -0.40
C -0.423 -2.675 -2.834 0.06 -0.12 0.02 -0.40
C -3.018 -0.921 2.569 0.09 -0.04 0.06 -0.40
C -4.029 -0.231 3.483 -0.01 0.04 -0.12 -0.40
C -5.461 -0.308 2.965 -0.02 0.02 0.15 -0.61
C -1.474 -3.699 -2.421 -0.08 0.10 -0.09 -0.61
C 0.564 -2.333 -0.475 -0.14 -0.10 0.01 -0.40
C -0.087 -0.970 -0.245 0.14 0.03 0.06 -0.40
H -3.981 -0.651 4.492 0.03 -0.01 -0.02 0.19
H 0.943 0.151 -1.803 0.06 0.02 0.02 0.20
H 2.646 3.427 -3.070 0.56 -0.25 -1.00 0.23
H 3.308 3.158 1.457 -0.37 0.31 0.23 -0.41
H 3.215 5.438 0.365 0.38 0.31 -0.17 -0.37
H -1.654 -2.157 4.743 0.03 -0.01 -0.02 0.20
H 1.519 -2.367 0.058 -0.01 0.04 -0.01 0.21
H 2.111 6.215 -2.811 0.10 -0.14 -0.40 0.21
H 2.046 3.357 -0.853 -0.24 -0.74 0.10 -0.45
H 1.043 4.922 -3.371 0.28 0.23 -0.18 0.21
H -4.027 -2.917 4.343 -0.01 0.01 -0.03 0.19
H 1.559 -1.999 -2.359 -0.01 0.00 0.04 0.22
H -2.323 -3.671 -3.108 -0.01 -0.06 0.04 0.20
H -3.426 -4.287 3.433 -0.04 0.02 0.01 0.20
H -3.049 -0.450 1.582 0.01 0.02 0.02 0.21
H -5.541 0.147 1.976 -0.01 -0.04 -0.01 0.20
H -0.111 -2.888 -3.861 -0.01 0.05 0.00 0.20
H -2.011 -0.739 2.956 0.00 0.01 -0.04 0.21
H 2.023 5.796 -4.588 -0.16 0.19 0.44 0.21
H -6.138 0.226 3.636 -0.04 -0.01 -0.06 0.20
H -0.869 -1.677 -2.852 0.04 0.00 0.02 0.20
H 0.278 1.143 -0.511 0.11 0.03 -0.01 0.22
H -4.171 -2.605 1.866 0.01 0.01 -0.01 0.20
H -1.925 -3.797 5.325 0.06 0.02 -0.01 0.20
H -3.747 0.821 3.576 0.02 -0.03 0.03 0.20
H 1.276 -3.681 -1.984 -0.03 0.00 -0.02 0.19
H 1.740 0.199 -0.225 0.02 0.03 -0.06 0.22
H -1.856 -3.504 -1.417 0.01 -0.03 0.00 0.20
H -1.060 -4.710 -2.440 -0.01 0.00 0.05 0.20
H -0.268 -0.851 0.828 -0.04 -0.03 -0.02 0.20
H 5.211 4.610 -2.521 -0.33 -0.24 0.27 0.24
H 6.720 1.164 -0.367 0.28 -0.40 0.23 0.48
H -2.441 -2.806 1.725 0.00 0.01 0.02 0.20
H -5.812 -1.339 2.898 -0.01 0.01 -0.03 0.20
H 4.010 5.847 -2.114 0.44 -0.45 -0.16 0.21
H -1.072 -3.537 3.801 0.01 0.05 0.00 0.20
H -1.070 -0.929 -0.726 0.00 -0.06 0.01 0.18
H -0.063 -3.107 -0.018 0.02 -0.02 -0.01 0.19
H 5.405 4.151 0.437 0.17 -0.63 0.21 -0.40



[3]
39
Properties=species:S:1:pos:R:3:forces:R:3:nbo_charge:R:1 method="wB97M-V/def2-TZVPD" gap_ev=8.329
S 0.090 -1.155 -1.807 -4.30 -0.82 -0.24 0.29
O -2.086 -1.440 1.210 -2.51 -2.43 -2.65 -0.38
O -1.556 0.891 -0.048 5.04 -0.78 5.84 -0.70
O 2.687 -1.977 -0.065 -3.46 4.61 -1.95 -0.65
N -2.026 0.441 -2.791 -1.21 -2.47 2.48 -0.17
N -0.022 1.232 -3.054 5.52 -9.20 2.25 -0.29
N -0.798 1.994 -3.446 -9.09 10.43 -2.32 -0.05
N 0.576 1.138 1.277 -11.89 -4.38 -0.19 -0.40
N -2.074 1.659 -3.101 -1.03 4.85 -3.97 -0.14
N 2.658 0.344 -0.194 -5.23 1.44 0.53 -0.41
C -2.010 -2.130 3.380 -0.08 4.18 -12.63 -0.27
C 0.921 2.258 0.616 3.84 -2.33 -3.78 -0.24
C 1.796 1.671 -0.577 2.93 -0.32 -1.37 -0.26
C -0.714 0.554 1.018 -3.59 1.48 -5.07 0.65
C -2.526 -2.460 2.004 0.12 -0.40 2.36 0.11
C 2.693 0.372 1.259 3.16 1.22 0.64 -0.26
C -1.281 -0.601 1.808 1.92 -0.25 1.54 0.14
C -1.097 -1.137 3.074 2.14 4.80 2.97 -0.25
C -0.789 0.173 -2.690 6.98 -4.23 2.14 0.19
C 1.788 -1.053 -2.124 0.43 4.70 -0.03 -0.65
C 1.316 0.348 2.042 9.15 7.22 2.24 -0.20
C -3.129 -0.337 -2.242 0.81 -3.91 1.22 -0.43
C 2.176 -0.873 -0.636 6.40 -5.30 -0.25 0.63
H -4.072 0.053 -2.510 -0.75 0.56 -0.97 0.23
H 1.213 -0.550 2.377 -2.23 -5.39 0.99 0.25
H -3.145 -3.538 1.540 2.07 4.23 1.33 0.25
H 0.177 2.638 0.048 -2.94 1.63 -0.76 0.26
H 3.410 1.235 1.462 -1.52 -0.35 0.21 0.20
H -0.424 -0.472 3.819 -1.72 -2.10 -1.45 0.23
H -3.153 -0.287 -1.042 0.75 -0.48 -2.83 0.29
H 2.224 -1.910 -2.568 0.34 -0.71 -0.32 0.26
H 1.161 1.539 -1.542 1.48 0.17 1.94 0.26
H 3.359 -0.407 1.506 0.22 -1.41 0.75 0.25
H 1.611 1.004 3.032 -0.52 -1.62 -1.56 0.16
H 2.743 2.262 -0.746 -1.53 0.30 -0.34 0.21
H 1.459 2.878 1.212 1.46 2.28 1.63 0.20
H -2.085 -2.755 4.030 -0.79 -6.64 8.08 0.19
H 1.924 -0.031 -2.766 0.12 -2.56 1.53 0.28
H -2.997 -1.570 -2.762 -0.47 3.98 2.00 0.22



[4]
89
Properties=species:S:1:pos:R:3:forces:R:3:mulliken_charge:R:1 method="wB97M-V/def2-TZVPD" charge=+2 gap_ev="4.099 / 4.095"
Br -4.261 3.379 -1.588 0.34 -0.17 -0.04 -0.03
P -2.244 2.411 2.899 -0.78 1.21 0.84 -0.32
P 1.895 0.929 0.336 0.60 0.46 0.04 1.20
Mg 0.783 -1.128 -1.199 -0.49 0.89 1.60 0.51
O -0.015 -1.983 0.293 0.19 -0.31 0.10 -0.19
N 0.659 -1.718 -7.857 -0.19 -0.13 -0.55 -0.50
N 1.222 -3.411 1.555 -0.45 0.90 -0.42 0.08
C 0.175 -2.706 -7.108 0.17 0.37 0.62 -0.42
C 0.639 -1.450 -5.067 1.10 -0.59 -0.61 0.10
C -0.521 0.801 -2.649 -0.36 0.31 1.23 1.16
C 0.616 -0.027 -3.022 0.69 -0.56 -1.18 -0.65
C -1.624 0.190 -2.038 -0.68 0.98 0.44 -0.07
C -0.517 2.183 -2.951 0.26 -0.77 -0.26 -0.63
C -1.690 2.910 -2.766 -0.11 -0.08 0.25 -0.52
C -1.111 -5.377 2.780 -0.01 -0.13 0.02 -0.70
C -3.761 1.752 2.078 0.26 -0.42 0.10 0.56
C 1.109 -0.409 -5.911 0.00 0.08 -0.35 -0.32
C -2.712 2.365 -1.967 0.27 -0.67 -0.36 -0.34
C -2.659 1.012 -1.554 -0.10 -0.16 -0.28 -0.80
C 3.160 0.454 -0.925 0.41 0.55 -0.05 -0.84
C -4.915 2.750 2.251 -0.15 -0.07 0.01 -1.31
C 0.179 -2.626 -5.709 0.09 0.20 -0.19 -0.55
C -1.004 1.119 3.282 0.17 -0.57 -0.41 1.75
C 1.108 -0.594 -7.304 0.03 -0.21 0.91 -0.45
C 2.826 0.528 1.881 -0.37 -0.47 0.20 -0.47
C -1.589 3.396 1.496 0.07 -0.06 -0.16 1.72
C 3.154 -1.054 -1.200 0.39 -0.40 -0.25 -1.28
C 0.449 -1.287 -3.632 -0.08 0.56 -0.54 -0.79
C -0.990 -2.783 2.350 0.01 0.34 0.24 -0.72
C 4.329 0.816 1.891 0.06 -0.02 0.20 -1.43
C 0.234 -5.624 2.095 0.15 -0.09 0.13 -0.62
C 1.274 -4.559 2.480 -0.16 0.02 -0.28 -0.83
C 2.094 2.765 0.435 -0.36 0.08 0.13 -0.80
C 2.050 3.499 -0.892 0.00 0.20 -0.25 -1.21
C 0.100 -2.710 1.326 0.80 -0.68 0.09 0.58
C -1.821 -4.073 2.385 -0.04 -0.25 -0.05 -0.77
C -1.439 4.846 1.948 0.28 0.33 -0.31 -1.59
C -0.880 0.858 4.796 -0.07 -0.32 -0.09 -1.43
H -1.818 3.872 -3.272 0.11 -0.17 0.58 0.45
H 2.193 4.572 -0.722 -0.05 -0.18 -0.11 0.48
H -2.405 5.247 2.285 0.29 -0.15 -0.05 0.44
H 3.024 2.991 0.976 -0.23 -0.19 -0.21 0.61
H 0.011 -2.161 -3.105 -0.99 0.50 -0.71 0.32
H 0.644 -6.592 2.412 -0.27 0.16 -0.09 0.38
H -4.012 0.804 2.559 -0.13 -0.08 -0.05 0.51
H -2.310 -4.201 1.415 0.02 0.02 0.01 0.33
H 4.575 1.808 1.492 -0.04 -0.25 0.09 0.33
H -1.676 0.177 5.135 0.21 0.28 0.00 0.35
H -0.227 -3.590 -7.625 0.28 0.47 0.26 0.37
H 2.608 -1.652 -0.426 0.50 0.21 -0.09 -0.16
H -1.681 -0.911 -1.990 -0.16 0.50 0.31 0.35
H -0.961 -5.422 3.869 -0.05 0.10 -0.25 0.31
H -0.034 1.468 2.893 -0.26 -0.03 -0.02 -0.66
H -3.468 0.607 -0.921 0.46 0.20 -0.66 0.68
H 4.170 -1.465 -1.197 -0.30 -0.07 -0.02 0.57
H 0.100 -5.672 1.000 0.22 0.05 0.32 0.33
H 2.837 3.167 -1.578 -0.04 0.12 0.13 0.33
H 2.290 -4.948 2.425 -0.10 0.06 0.08 0.48
H 2.955 1.017 -1.845 0.14 -0.18 0.25 0.31
H 2.330 1.113 2.671 0.02 -0.23 -0.18 0.40
H 2.739 -1.288 -2.204 0.42 -0.05 0.38 0.34
H 1.464 0.551 -5.539 -0.17 -0.31 0.12 0.39
H 1.274 3.120 1.078 0.30 -0.10 -0.14 0.36
H 0.385 2.611 -3.434 -0.87 -0.21 0.21 0.54
H 4.691 0.790 2.927 -0.05 -0.02 -0.28 0.43
H -0.218 -3.451 -5.141 -0.04 -0.12 0.19 0.42
H -3.559 1.567 1.013 -0.15 -0.10 0.23 -0.62
H -5.034 3.050 3.298 0.14 -0.05 -0.19 0.41
H -2.313 3.345 0.670 0.21 0.00 0.18 -0.50
H -2.611 -3.884 3.115 -0.08 -0.06 -0.13 0.42
H -0.649 2.962 1.122 -0.21 0.18 0.04 -0.99
H -0.947 1.781 5.381 -0.07 -0.12 -0.22 0.45
H 4.148 0.785 -0.572 -0.29 -0.19 -0.28 0.92
H 2.047 -3.166 1.001 -0.56 -0.50 0.23 0.19
H 1.091 3.357 -1.395 0.07 0.10 0.14 0.08
H 2.618 -0.531 2.100 0.17 0.22 0.22 0.21
H -1.097 5.458 1.106 0.01 0.10 0.19 0.41
H -1.275 0.206 2.727 0.35 0.02 0.18 -0.64
H -0.501 -2.630 3.334 -0.31 0.06 -0.38 0.50
H 1.484 0.186 -7.985 -0.23 -0.45 0.42 0.37
H 0.086 0.395 5.037 -0.20 -0.03 -0.07 0.38
H 4.897 0.068 1.328 -0.06 0.11 0.09 0.36
H -1.663 -1.937 2.142 0.29 -0.29 0.17 0.03
H -0.724 4.949 2.777 -0.23 -0.03 -0.24 0.38
H 1.566 0.489 -3.172 -0.55 0.33 -1.29 1.28
H -4.773 3.657 1.651 0.06 -0.15 0.13 0.24
H -5.862 2.296 1.944 0.12 0.07 -0.09 0.38
H 1.071 -4.211 3.500 0.26 -0.05 -0.10 0.31
H -1.782 -6.205 2.524 0.07 0.14 0.17 0.36



[5]
84
Properties=species:S:1:pos:R:3:forces:R:3:mulliken_charge:R:1 method="wB97M-V/def2-TZVPD" charge=+1 gap_ev=7.821
I 2.921 1.272 3.775 -0.22 -0.52 -0.79 0.01
Si 2.113 0.154 -1.600 0.14 -0.52 -0.31 0.51
Si 0.387 2.411 -1.192 -0.53 -0.02 -0.51 0.55
O 2.392 0.742 -3.169 0.11 0.01 1.62 -0.57
O 1.614 3.528 -0.718 -1.82 0.04 0.80 -0.55
O 0.735 0.781 -0.829 1.57 1.32 -1.40 -0.22
O 1.331 3.648 1.544 0.45 -0.11 -0.80 -0.44
O -7.593 0.897 -2.360 0.82 0.83 0.50 -0.54
N -3.837 2.026 -3.319 0.44 -0.41 1.26 -0.38
N 2.172 -4.839 2.101 -0.38 0.64 0.46 0.30
C 1.694 -5.199 -0.266 -0.13 -0.36 -0.37 -0.59
C 3.743 -6.926 1.791 -0.04 -0.31 0.00 -0.21
C -7.502 1.542 -0.010 1.78 0.05 0.35 -0.47
C -1.273 1.843 -3.534 -0.34 1.38 0.39 -1.00
C -5.315 1.319 -1.333 -1.64 -0.10 1.35 0.47
C 0.369 5.485 0.436 -0.79 2.42 -0.65 0.49
C 3.739 0.325 -0.626 -0.20 0.07 0.62 -0.65
C 2.804 0.251 1.840 0.75 0.46 -1.01 -0.87
C 1.131 -5.387 1.142 -0.08 0.05 -0.06 -0.69
C -4.636 1.706 -0.102 -1.30 -0.01 0.71 0.07
C -4.636 0.945 -2.692 -1.21 -0.24 -0.46 -0.85
C 3.150 -5.847 2.692 0.20 -0.17 -0.15 -0.57
C -1.039 8.105 0.408 0.68 -1.97 -0.25 -0.34
C 0.734 6.567 1.369 -1.15 -0.03 -1.06 -0.50
C 3.632 1.071 0.760 1.06 -0.32 0.86 -0.55
C -6.784 1.911 1.202 1.51 -0.19 -1.49 -0.35
C -0.742 5.762 -0.466 0.24 1.05 0.45 0.32
C 2.922 -4.301 -0.129 0.46 0.04 -0.23 -0.61
C 2.824 -8.102 1.459 -0.09 0.00 -0.24 -1.20
C 2.864 -3.755 1.284 -0.03 -0.15 -0.14 -0.61
C -2.530 2.142 -2.605 0.25 -0.63 -0.48 0.16
C -5.329 2.009 1.161 -0.90 -0.77 -2.31 -0.74
C 0.043 7.849 1.352 -0.40 -1.43 -1.15 -0.51
C -6.790 1.247 -1.261 0.62 0.74 2.35 0.26
C 1.467 -4.196 3.278 0.26 -0.14 -0.26 -1.07
C -1.455 7.044 -0.503 1.96 -0.51 1.59 -0.67
C 1.159 4.147 0.462 -0.55 0.86 1.01 0.31
C -0.080 2.754 -2.993 0.01 0.03 -0.84 -0.44
H -1.023 0.754 -3.545 -0.19 0.90 -0.04 0.11
H 4.681 1.115 1.179 -1.03 0.12 -0.41 0.53
H 0.919 -4.971 3.810 0.04 0.09 0.02 0.40
H 0.868 -6.405 1.419 0.14 0.03 0.03 0.42
H 3.219 1.255 -3.147 -0.43 -0.12 -0.35 0.35
H -4.340 2.898 -3.137 0.10 -0.37 -0.30 0.32
H 2.927 -3.500 -0.869 -0.04 0.04 0.15 0.30
H -2.282 7.180 -1.239 0.85 -0.08 0.83 0.36
H 3.418 -8.971 1.174 -0.03 0.05 0.06 0.39
H 1.959 -6.146 -0.737 -0.02 0.03 0.09 0.22
H 0.943 -4.738 -0.909 -0.01 -0.04 0.11 0.41
H 2.637 -6.331 3.528 -0.09 0.07 -0.15 0.40
H 3.287 2.130 0.699 0.00 -0.98 -0.11 0.16
H -2.482 3.179 -2.168 0.32 -1.08 -0.22 0.10
H -5.474 0.703 -3.407 0.79 0.19 0.84 0.37
H -0.802 2.757 -0.384 0.27 -0.18 0.19 -0.13
H -7.297 2.130 2.169 0.28 -0.28 -1.12 0.32
H 2.221 -3.739 3.919 -0.11 -0.06 0.01 0.39
H 3.961 -5.252 3.115 -0.15 0.11 -0.02 0.32
H 1.746 0.133 1.504 0.78 0.03 0.64 0.36
H 2.170 -7.890 0.613 -0.05 -0.06 0.06 0.25
H 0.779 -3.437 2.909 0.10 -0.06 0.01 0.45
H -8.616 1.453 0.051 1.21 0.06 -0.34 0.36
H -1.558 9.086 0.357 0.55 -0.85 0.20 0.35
H 4.505 0.795 -1.300 -0.56 -0.25 0.75 0.45
H 3.836 -3.525 1.719 -0.12 -0.02 0.10 0.35
H -4.705 2.274 2.049 -0.83 -0.24 -0.88 0.36
H 0.795 2.766 -3.702 -0.79 -0.22 0.78 0.43
H 4.581 -7.349 2.355 -0.03 0.28 0.09 0.44
H 3.838 -4.869 -0.288 -0.04 0.05 0.02 0.30
H 2.230 -2.866 1.316 0.01 -0.10 0.16 0.34
H -8.028 1.728 -2.621 0.01 -0.56 -0.03 0.34
H 0.234 -4.774 1.247 0.16 0.01 0.23 0.43
H 2.206 -8.384 2.314 0.05 -0.02 -0.02 0.31
H -0.480 3.813 -3.015 0.49 -0.97 0.18 0.52
H 0.366 8.632 2.078 -0.37 -0.76 -0.80 0.34
H 1.557 6.404 2.103 -0.79 0.11 -0.76 0.36
H 3.336 -0.721 2.010 -0.74 0.75 -0.15 0.36
H -1.544 2.191 -4.569 0.36 -0.53 0.93 0.37
H 1.869 -1.301 -1.749 -0.30 0.08 0.00 -0.34
H 4.122 -0.716 -0.405 -0.37 0.90 -0.37 0.23
H -2.513 1.348 -1.808 0.12 1.13 -0.38 0.10
H -4.030 -0.003 -2.633 -0.42 1.06 0.13 0.31
H -3.524 1.768 -0.061 -1.09 -0.08 -0.21 0.15
H -1.100 4.984 -1.178 0.46 0.64 0.66 -0.04
H 4.189 -6.520 0.885 -0.01 0.09 0.04 0.10



[6]
10
Properties=species:S:1:pos:R:3:forces:R:3:nbo_charge:R:1 method="wB97M-V/def2-TZVPD" smiles="N=C=CC=O.N#N" gap_ev=10.257
O -1.175 -0.391 2.038 0.05 0.13 -0.39 -0.52
N -0.639 1.978 -2.250 -0.07 -0.14 1.72 0.01
N 2.322 -0.529 0.639 -0.74 -0.13 -0.24 -0.60
N -0.690 1.883 -1.154 0.04 0.35 -1.82 -0.01
C 1.158 -0.649 0.307 0.42 -0.01 0.09 0.51
C -0.103 -0.832 -0.049 0.16 -0.16 0.08 -0.57
C -1.217 -0.430 0.830 0.11 -0.03 0.30 0.41
H -2.133 -0.132 0.285 -0.03 -0.16 0.05 0.12
H -0.316 -1.235 -1.035 0.08 0.15 0.12 0.26
H 2.792 0.338 0.389 -0.02 0.00 0.08 0.39